1.
This record from OMol25 describes a structure of composition C2H4N2O3. The level of theory is ωB97M-V/def2-TZVPD.

Geometry as XYZ:
```
11
Properties=species:S:1:pos:R:3:lowdin_charge:R:1
O -1.004 0.512 -0.541 0.034
O 2.173 -0.362 -1.362 -0.206
O -1.031 -0.596 1.307 -0.006
N 0.743 -0.107 -1.601 0.043
N 0.338 -0.400 0.943 0.087
C -1.298 0.693 0.857 -0.225
C 0.260 0.045 -0.375 -0.393
H 0.691 -1.325 0.799 0.144
H 2.275 -0.918 -2.458 0.242
H -2.340 0.906 1.127 0.143
H -0.808 1.552 1.304 0.138
```

* Kohn-Sham gap: 9.30 eV
* energy relative to the best compared isomer or geometry (same formula, charge and spin): 762.8 kJ/mol
* E: -413.60116 hartree
* charge: 0
* LUMO level: 0.48 eV

***

2.
This record from OMol25 describes a structure of composition C2H4N2OP2. The level of theory is ωB97M-V/def2-TZVPD.

Geometry as XYZ:
```
11
Properties=species:S:1:pos:R:3:lowdin_charge:R:1
P 2.509 0.349 -0.089 0.780
P -0.616 1.156 -0.537 0.815
O -0.712 1.900 0.943 -0.304
N 0.856 0.044 -0.178 -0.615
N -1.705 -0.038 -0.484 -0.201
C 0.368 -1.231 -0.294 -0.238
C -1.069 -1.198 -0.457 -0.240
H 2.174 1.590 0.302 -0.207
H -1.779 -1.984 -0.235 0.095
H -1.162 1.359 1.579 0.033
H 1.138 -1.946 -0.550 0.084
```

* Kohn-Sham gap (spin up / spin down): 6.78 / 6.88 eV
* energy relative to the best compared isomer or geometry (same formula, charge and spin): 77.5 kJ/mol
* E: -946.01912 hartree
* charge: 0
* LUMO level (spin up / spin down): -0.96 / -1.04 eV

***

3.
This record from OMol25 describes a structure of composition C2H4N2OS. The level of theory is ωB97M-V/def2-TZVPD.

Geometry as XYZ:
```
10
Properties=species:S:1:pos:R:3:lowdin_charge:R:1
S 2.542 -0.938 0.054 0.611
O -2.380 -0.788 0.099 -0.145
N -1.423 0.055 -0.121 -0.070
N 1.305 1.132 -0.082 -0.018
C -0.304 -0.603 -0.469 -0.087
C 1.118 -0.148 -0.146 -0.919
H -3.346 -0.324 0.820 0.306
H 2.250 1.626 0.299 0.177
H -0.200 -1.628 -0.511 0.066
H 0.438 1.617 0.056 0.078
```

* Kohn-Sham gap: 7.72 eV
* energy relative to the best compared isomer or geometry (same formula, charge and spin): 553.4 kJ/mol
* E: -661.37475 hartree
* charge: 0
* LUMO level: -0.65 eV

***

4.
This record from OMol25 describes a cluster of 2 separate species, C2H4N2OS in total. The level of theory is ωB97M-V/def2-TZVPD.

Geometry as XYZ:
```
10
Properties=species:S:1:pos:R:3:lowdin_charge:R:1
S -2.698 -0.278 0.191 0.788
O -0.821 1.374 -0.278 -0.062
N 0.947 -0.902 -0.112 -0.112
N 1.577 0.194 0.258 -0.101
C -0.317 -0.954 -0.364 -0.252
C -1.213 0.144 -0.131 -1.027
H 2.536 -0.132 0.861 0.164
H -0.781 -1.981 -0.540 0.121
H 0.659 1.162 0.974 0.279
H 0.110 1.371 -0.859 0.202
```

* Kohn-Sham gap: 8.28 eV
* energy relative to the best compared isomer or geometry (same formula, charge and spin): 551.8 kJ/mol
* E: -661.37537 hartree
* charge: 0
* LUMO level: -0.47 eV

***

5.
This record from OMol25 describes a cluster of 3 separate species, C2H4N2OS in total. The level of theory is ωB97M-V/def2-TZVPD.

Geometry as XYZ:
```
10
Properties=species:S:1:pos:R:3:lowdin_charge:R:1
S -1.985 1.284 0.446 0.800
O -0.491 -0.019 2.060 0.062
N 0.932 -1.017 0.344 0.132
N -0.290 -0.146 -1.490 0.073
C 0.117 -0.283 -0.160 -0.716
C -0.821 0.336 0.895 -0.941
H 1.316 -1.738 -0.424 0.155
H -0.434 1.242 -1.557 0.130
H 1.399 0.955 -2.080 0.224
H 0.256 -0.612 1.966 0.081
```

* Kohn-Sham gap: 6.38 eV
* energy relative to the best compared isomer or geometry (same formula, charge and spin): 794.4 kJ/mol
* E: -661.28298 hartree
* charge: 0
* LUMO level: -2.60 eV

***

6.
This record from OMol25 describes an isolated molecule of C2H4N2OS. The level of theory is ωB97M-V/def2-TZVPD.

Geometry as XYZ:
```
10
Properties=species:S:1:pos:R:3:lowdin_charge:R:1
S -1.032 0.483 1.345 0.891
O -2.321 -0.175 1.164 -0.493
N 0.252 -0.614 1.378 -0.170
N -0.709 0.861 -0.396 -0.194
C 0.596 0.353 -0.773 -0.252
C 0.904 -0.679 0.283 -0.194
H 1.324 1.078 -0.730 0.084
H 0.665 -0.232 -1.679 0.116
H 1.787 -1.425 0.258 0.143
H -1.466 0.351 -0.849 0.069
```

* Kohn-Sham gap: 10.36 eV
* energy relative to the best compared isomer or geometry (same formula, charge and spin): 266.3 kJ/mol
* E: -661.48412 hartree
* charge: 0
* LUMO level: 0.43 eV

***

7.
This record from OMol25 describes an isolated molecule of C2H4N2OS. The level of theory is ωB97M-V/def2-TZVPD.

Geometry as XYZ:
```
10
Properties=species:S:1:pos:R:3:lowdin_charge:R:1
S -2.367 -0.558 -0.136 0.672
O -0.375 1.176 0.204 -0.130
N 0.252 0.151 1.024 0.010
N 1.617 -0.044 -0.852 0.096
C -1.530 0.840 -0.353 -0.673
C 1.128 -0.581 0.206 -0.292
H 1.328 -1.586 0.612 0.128
H -0.482 -0.321 1.501 0.058
H 2.211 -0.778 -1.299 0.062
H -1.783 1.703 -0.907 0.069
```

* structure (SMILES): [H]/N=C/NOC=S
* Kohn-Sham gap: 9.62 eV
* energy relative to the best compared isomer or geometry (same formula, charge and spin): 344.0 kJ/mol
* E: -661.45452 hartree
* charge: 0
* LUMO level: 0.18 eV

***

8.
This record from OMol25 describes a cluster of 2 separate species, C2H4N2OS in total. The level of theory is ωB97M-V/def2-TZVPD.

Geometry as XYZ:
```
10
Properties=species:S:1:pos:R:3:lowdin_charge:R:1
S -2.262 -0.119 0.041 0.516
O 0.105 1.488 -0.173 -0.016
N 1.873 -0.891 -0.142 -0.049
N 2.503 0.232 0.296 -0.010
C 0.504 -0.923 -0.126 -0.227
C -0.351 0.367 -0.051 -0.724
H -1.635 -1.532 1.165 0.117
H 3.416 0.117 -0.136 0.089
H 2.077 1.249 0.439 0.155
H -0.064 -1.881 -0.764 0.149
```

* Kohn-Sham gap: 8.34 eV
* energy relative to the best compared isomer or geometry (same formula, charge and spin): 549.6 kJ/mol
* E: -661.37619 hartree
* charge: 0
* LUMO level: -0.96 eV